No. 1
67
Properties=species:S:1:pos:R:3:forces:R:3:mulliken_spin:R:1 method="wB97M-V/def2-TZVPD" gap_ev="5.124 / 4.972" e_lumo_ev="-7.3 / -7.4" s_squared=0.751 e_homo_ev="-12.39 / -12.39" total_energy_ha=-3425.255481 total_charge=+2 multiplicity=2
Hf 10.28266 -19.42891 -27.53643 -7.6 2.0 0.5 1.0880
N 6.75802 -20.12881 -26.50965 -1.4 0.0 -0.3 0.0062
O 5.88960 -19.30841 -26.43304 -2.2 3.2 0.3 0.0084
O 6.49991 -21.27231 -26.32436 0.2 -4.1 0.7 -0.0016
O 7.87483 -19.76050 -26.84097 4.2 0.7 -1.0 -0.0792
F 1.28012 -21.39284 -24.85097 0.5 -0.6 -0.4 0.0000
C 1.36749 -20.06275 -24.94943 -0.4 1.0 1.3 0.0000
C 0.23530 -19.37376 -24.56551 -0.7 0.0 -0.9 0.0000
C 0.16457 -17.98554 -24.65070 1.3 -1.4 0.2 0.0000
C 1.36613 -17.34683 -24.96275 0.3 0.3 -0.7 0.0001
C 2.58574 -18.03482 -25.26210 -2.5 0.4 -0.1 -0.0002
C 2.55522 -19.42500 -25.25679 0.2 -0.5 -0.2 -0.0007
H -0.66367 -19.95461 -24.42100 -0.1 -0.1 0.3 0.0000
H -0.81513 -17.56685 -24.47387 0.3 0.7 0.0 0.0000
H 1.32195 -16.28414 -25.15019 0.2 0.2 0.2 0.0000
H 3.35718 -17.42506 -25.70874 0.5 -0.3 0.3 -0.0003
H 3.37586 -20.07460 -25.52320 0.4 0.3 -0.1 0.0010
C 6.17398 -18.32489 -30.14469 1.0 0.6 0.3 0.0000
S 7.82894 -17.51359 -29.82590 -0.2 0.0 -0.2 0.0021
O 8.76986 -18.53084 -29.18002 0.6 -0.1 -0.7 -0.0111
C 8.35060 -17.34191 -31.55623 -0.6 0.0 0.0 -0.0015
H 6.28933 -19.18326 -30.80651 0.0 -0.1 0.3 0.0004
H 5.55115 -17.56837 -30.62203 0.2 0.2 -0.2 0.0000
H 5.71702 -18.50855 -29.17229 0.2 -0.4 0.0 0.0000
H 7.41597 -17.06695 -32.04507 0.1 0.0 -0.3 0.0000
H 8.71385 -18.28407 -31.96671 -0.1 -0.1 0.2 0.0006
H 9.06514 -16.54051 -31.74411 0.1 -0.1 0.5 -0.0003
C 9.00419 -21.22326 -23.64842 0.8 -0.7 -0.5 -0.0018
S 9.91880 -19.60464 -23.72672 -2.1 -1.4 1.9 -0.0025
O 9.86603 -19.22119 -25.19123 1.3 -0.1 -2.8 0.0157
C 8.56118 -18.66211 -22.94308 0.4 0.6 -0.2 -0.0009
H 7.96817 -21.32120 -23.32412 0.0 1.1 0.2 0.0010
H 9.56880 -21.93829 -23.05005 0.2 0.2 0.0 -0.0002
H 9.02234 -21.56984 -24.68170 0.1 0.0 -0.1 0.0043
H 8.86825 -17.61698 -22.90383 0.0 0.0 0.0 0.0004
H 8.37589 -19.00729 -21.92591 0.3 -0.4 0.1 0.0000
H 7.61834 -18.77290 -23.47868 0.2 -0.2 -0.3 0.0006
C 9.49263 -15.33849 -25.17493 -0.1 -0.7 -0.1 0.0005
S 8.83608 -16.01216 -26.77484 0.7 1.4 -0.2 -0.0068
O 9.37532 -17.44131 -27.00681 0.8 -0.2 0.6 -0.0612
C 7.05132 -15.94141 -26.44512 -0.2 -1.6 0.9 0.0006
H 10.57952 -15.32968 -25.25661 -0.1 -0.1 -0.1 -0.0004
H 9.17605 -15.89919 -24.29543 0.0 -0.3 -0.3 0.0004
H 9.17178 -14.31186 -24.99832 -0.3 0.0 -0.6 0.0001
H 6.66104 -14.92370 -26.45173 0.6 0.1 -0.2 -0.0003
H 6.84648 -16.39291 -25.47441 0.1 0.1 0.2 0.0005
H 6.48001 -16.57835 -27.12042 0.4 0.1 -0.4 -0.0003
C 7.37139 -22.70401 -29.56220 0.2 -0.2 0.8 -0.0002
S 8.50547 -21.43626 -30.24674 0.0 0.0 -0.7 0.0092
O 9.30678 -20.86403 -29.07502 1.9 -0.6 1.7 0.0290
C 9.67001 -22.41830 -31.24850 -0.3 -1.1 -0.1 0.0006
H 7.89463 -23.29325 -28.80912 0.3 -0.1 -0.2 -0.0003
H 6.85533 -23.36512 -30.25841 0.7 0.2 -0.7 0.0000
H 6.53755 -22.24977 -29.02697 0.3 0.8 0.0 -0.0002
H 9.98608 -23.33639 -30.75321 -0.1 0.2 0.4 0.0010
H 10.55983 -21.94838 -31.66745 -0.2 0.8 0.6 -0.0001
H 9.13976 -22.75735 -32.13843 -0.5 0.1 0.1 -0.0005
C 5.64060 -22.76227 -21.27552 -0.6 0.1 -0.2 0.0000
S 5.50242 -20.98566 -21.15258 0.3 -0.1 0.8 0.0000
O 6.94563 -20.63153 -20.84864 -0.5 0.7 -1.1 0.0000
C 4.90418 -20.45215 -22.81106 0.2 0.2 -0.8 0.0002
H 6.44101 -23.07552 -21.94582 -0.3 0.2 -0.3 0.0000
H 4.63803 -23.09631 -21.54270 0.2 -0.5 -0.1 0.0000
H 5.92498 -23.10960 -20.28225 -0.3 0.2 0.0 0.0000
H 5.42627 -20.78826 -23.70691 0.7 -0.1 0.2 -0.0001
H 4.85451 -19.36329 -22.80746 0.5 0.1 0.3 0.0001
H 3.87739 -20.66008 -23.11200 -0.3 -0.7 1.0 -0.0001

No. 2
41
Properties=species:S:1:pos:R:3:forces:R:3:mulliken_charge:R:1 method="wB97M-V/def2-TZVPD" gap_ev=8.864 e_lumo_ev=0.5 e_homo_ev=-8.38 total_energy_ha=-1030.731013 total_charge=0 e_above_lowest_kj_mol=1372.6
C 2.37621 -4.99576 -0.33940 -6.0 -3.9 4.8 -1.4493
H 2.94430 -4.75737 0.46942 1.1 0.7 2.7 0.4315
O 0.87430 -4.70626 -0.18364 6.4 -8.7 -2.4 -0.4581
C 0.59306 -3.57580 0.22222 0.5 -2.0 -1.1 1.1202
C -0.66740 -3.48062 0.29500 -12.9 2.0 4.6 -0.6925
C -1.20948 -2.34103 0.99062 1.7 -0.6 -1.9 0.4356
C -0.29215 -1.26944 1.31065 -14.1 1.2 2.1 0.7097
C 0.83294 -1.37493 0.80494 6.5 -2.3 -0.8 -0.0298
C 1.37296 -2.60950 0.39193 7.8 8.1 0.8 -1.5380
H 2.51636 -2.56585 0.26355 -2.0 -0.5 0.0 0.2376
N 1.58392 -0.33274 1.20625 7.8 2.6 -0.3 -0.0353
C 1.46478 0.95421 0.81777 6.7 5.3 2.1 -0.0339
O 2.50103 1.92737 1.11637 -5.2 -5.3 -1.1 -0.7838
N 0.43897 1.40871 0.13720 -0.2 -6.7 -0.5 0.0752
H -0.16999 0.64016 -0.27983 0.6 1.9 0.9 0.5486
C 0.13303 2.69835 0.07494 -5.0 -0.4 -4.3 -0.4894
C -1.15608 2.93811 0.57361 -11.2 -2.5 5.6 -0.0307
O -1.91671 1.93485 1.01374 4.0 5.0 -2.2 -0.5324
O -1.85691 4.23563 0.62307 4.3 -2.2 -1.5 -0.4915
H -2.61344 4.18848 1.18945 -0.7 -0.9 0.6 0.3494
H 0.74080 3.31249 0.44827 5.5 4.4 3.5 0.9773
C 0.00930 3.14027 -1.31805 0.0 5.3 -6.6 0.4304
C 1.37029 3.26410 -1.96706 1.4 3.5 -1.6 -1.2638
H 2.10223 3.88316 -1.27354 -1.3 -0.6 -2.0 0.2966
H 1.22748 3.57977 -3.25919 0.8 -0.3 4.3 0.2638
H 1.85738 2.35314 -2.04421 0.8 -2.1 0.0 0.4210
C -0.68606 2.38845 -2.43236 -5.2 -3.3 12.2 -1.9466
H -2.02925 2.31461 -1.93938 3.6 -0.2 -1.6 0.1396
H -0.85700 2.71889 -3.27164 -0.9 4.1 -8.4 0.8111
H -0.39352 1.40642 -2.40009 0.7 -2.6 -0.5 0.4340
H -0.48296 4.25778 -1.50740 1.3 -2.6 1.5 0.3271
H 2.67357 -0.53006 1.33939 -3.1 0.7 -0.2 0.3639
H -0.89154 -0.26231 1.61884 2.2 -2.4 -0.2 0.3277
O -2.53587 -2.30088 1.12211 -0.7 1.1 1.1 -0.3964
C -3.17009 -1.15011 1.71159 -4.0 -2.3 2.7 -0.6766
H -3.03828 -0.88870 2.82242 0.4 -1.5 -1.1 0.3434
H -4.36453 -1.33193 1.62229 3.0 0.2 0.1 0.2648
H -3.01482 -0.21423 1.35172 1.0 2.4 -2.4 0.2732
H -1.47322 -4.35987 0.36195 2.4 1.7 -0.9 0.2337
H 2.64859 -4.51118 -1.06552 2.9 5.7 -7.7 0.6853
H 2.55780 -5.98637 -0.61800 -0.6 -1.8 0.0 0.3478